No. 1
Below is a cluster of 13 separate species, C34H44F5N13O3S in total in a non-equilibrium geometry, with properties calculated with ωB97M-V/def2-TZVPD.

XYZ file:
```
100
Properties=species:S:1:pos:R:3:forces:R:3:mulliken_charge:R:1
O 5.837 0.891 3.812 -3.4 0.7 -0.2 -0.599
S 4.483 1.193 3.179 7.5 -3.3 4.8 0.828
O 3.884 2.498 4.082 -0.7 -2.0 -0.1 -0.465
O 3.505 -0.202 3.484 -1.5 -1.2 -1.3 -0.431
C 2.743 -0.642 2.354 -2.4 -0.3 1.2 0.419
F 2.749 -2.074 2.359 0.8 3.0 -0.4 -0.318
F 3.225 -0.133 1.094 -0.5 -1.7 2.4 -0.213
C 1.199 -0.203 2.525 -2.1 1.1 -0.3 0.855
C 0.142 -1.218 3.039 -1.3 3.8 -1.1 -0.679
C -1.327 -0.730 3.131 1.8 2.2 -0.9 -0.424
C -1.774 0.744 2.759 4.7 -1.3 -0.4 -0.534
C -0.641 1.688 2.264 0.6 -2.0 0.9 0.075
C -1.018 3.184 1.826 0.7 -1.7 0.0 0.729
F -2.410 3.182 1.515 3.4 1.1 0.5 -0.250
F -0.214 3.487 0.676 -2.3 0.0 2.3 -0.247
F -0.699 4.167 2.803 -1.2 -2.0 -2.4 -0.246
C 0.863 1.259 2.142 -3.2 -3.1 1.4 -0.252
H 3.177 2.175 4.694 0.4 0.1 -0.4 0.365
H 0.430 -2.288 3.341 -0.5 2.0 -0.6 0.343
H -2.175 -1.427 3.471 1.8 1.2 -0.6 0.123
H -2.856 1.101 2.842 1.9 -0.8 -0.2 0.431
H 1.683 1.957 1.780 -1.4 -1.0 0.5 0.243
C 1.602 -0.816 -1.722 -0.9 -0.2 0.5 -0.359
C 0.363 -1.204 -0.974 -2.2 -0.7 1.4 0.310
N -0.614 -1.508 -0.382 3.3 1.0 -2.0 -0.398
H 1.359 -0.073 -2.482 -0.1 -0.2 0.1 0.121
H 2.336 -0.394 -1.033 -0.2 -0.1 0.0 0.045
H 2.033 -1.693 -2.208 -0.1 0.1 0.0 0.332
C -3.117 -3.614 -1.137 -0.9 -0.3 0.6 -0.193
C -4.358 -3.999 -0.386 -2.1 -0.7 1.4 0.332
N -5.335 -4.303 0.207 3.2 1.0 -1.9 -0.547
H -3.360 -2.876 -1.903 0.1 -0.2 0.3 -0.030
H -2.386 -3.185 -0.449 -0.1 0.0 -0.1 0.141
H -2.684 -4.494 -1.615 -0.1 0.0 0.1 0.330
C 5.774 -2.746 3.997 -0.7 -0.5 0.3 -0.564
C 4.636 -3.657 4.350 -2.0 -1.6 0.6 0.422
N 3.740 -4.376 4.627 3.0 2.4 -0.9 -0.493
H 5.869 -2.671 2.913 -0.1 0.0 0.1 0.233
H 5.594 -1.750 4.408 0.0 -0.1 -0.1 0.093
H 6.705 -3.138 4.410 -0.1 0.0 0.0 0.358
C -0.874 0.951 7.085 0.7 -0.1 -0.6 -0.872
C 0.314 0.809 6.182 2.1 -0.2 -1.6 0.418
N 1.248 0.697 5.469 -2.9 0.6 2.5 -0.310
H -1.286 1.958 7.000 0.1 -0.1 -0.1 0.272
H -1.642 0.227 6.804 0.1 0.1 -0.1 0.240
H -0.577 0.773 8.120 0.0 0.0 -0.1 0.328
C -7.732 -5.022 -2.109 -0.9 -0.1 0.1 -0.198
C -9.223 -5.174 -2.067 -2.6 -0.3 0.0 0.286
N -10.399 -5.302 -2.035 3.9 0.4 -0.1 -0.456
H -7.465 -4.172 -2.739 -0.1 -0.1 0.1 0.071
H -7.348 -4.856 -1.102 0.0 0.0 -0.1 0.127
H -7.284 -5.930 -2.519 -0.1 0.1 0.1 0.178
C -5.778 -2.784 4.437 0.5 0.7 -0.2 -0.822
C -4.963 -1.578 4.078 1.4 2.2 -0.6 0.463
N -4.321 -0.627 3.795 -2.4 -3.2 1.1 -0.484
H -6.820 -2.624 4.156 0.1 0.0 0.0 0.278
H -5.397 -3.659 3.908 0.0 0.1 0.0 0.278
H -5.721 -2.964 5.512 0.0 0.1 -0.1 0.289
C -5.142 -1.164 -4.986 0.8 -0.3 0.4 -0.655
C -3.887 -1.587 -4.282 2.3 -0.7 1.2 0.411
N -2.897 -1.920 -3.728 -3.3 1.3 -2.1 -0.510
H -5.264 -0.082 -4.907 0.1 -0.1 0.0 0.263
H -5.088 -1.441 -6.040 0.1 0.0 0.1 0.279
H -6.005 -1.654 -4.532 0.1 0.0 0.0 0.188
C 4.702 3.484 -0.647 0.1 -0.7 0.9 -0.861
C 4.312 2.765 0.610 -0.5 -1.6 2.4 0.705
N 3.999 2.185 1.612 -2.3 7.4 -8.9 -0.431
H 4.506 2.849 -1.513 0.0 0.0 0.2 0.139
H 4.126 4.403 -0.742 0.1 -0.2 0.1 0.128
H 5.765 3.731 -0.621 -0.1 0.0 0.0 0.334
C -9.674 -9.188 -2.854 0.9 0.2 0.1 -0.709
C -8.219 -8.832 -2.773 3.8 0.9 0.2 0.375
N -7.058 -8.555 -2.707 -5.1 -1.2 -0.3 -0.452
H -10.008 -9.146 -3.892 0.1 0.0 0.1 0.252
H -9.830 -10.197 -2.470 0.1 0.1 0.0 0.283
H -10.261 -8.485 -2.261 0.1 0.0 -0.1 0.255
C 3.828 8.262 -0.514 0.6 -0.6 -0.3 -0.846
C 4.745 7.206 -1.055 1.6 -1.8 -1.0 0.518
N 5.468 6.373 -1.481 -2.5 2.9 1.4 -0.550
H 2.828 8.133 -0.932 0.1 0.0 0.0 0.296
H 3.772 8.184 0.573 0.1 -0.1 -0.1 0.284
H 4.202 9.251 -0.782 0.0 -0.1 0.0 0.315
C 5.167 0.771 -4.482 -0.9 -0.1 0.0 -0.786
C 3.675 0.622 -4.440 -2.7 -0.3 0.0 0.409
N 2.499 0.503 -4.406 4.0 0.5 -0.2 -0.444
H 5.436 1.626 -5.105 -0.1 -0.1 0.1 0.283
H 5.553 0.928 -3.474 -0.1 0.0 -0.1 0.234
H 5.618 -0.131 -4.900 -0.1 0.1 0.0 0.316
C -0.367 2.138 -5.665 -0.5 0.2 -0.7 -0.543
C -1.244 2.426 -6.848 -1.6 0.5 -2.1 0.235
N -1.934 2.652 -7.779 2.3 -0.8 3.1 -0.390
H -0.515 2.901 -4.899 0.0 -0.1 -0.1 0.273
H -0.616 1.161 -5.247 0.0 0.1 -0.1 0.209
H 0.680 2.138 -5.970 -0.1 0.0 0.0 0.200
C 8.491 7.516 -1.309 0.8 -0.1 -0.6 -0.482
C 9.709 7.396 -2.176 2.2 -0.2 -1.5 0.244
N 10.667 7.302 -2.860 -3.2 0.3 2.3 -0.382
H 8.102 8.535 -1.353 0.1 -0.1 0.0 0.244
H 7.721 6.826 -1.652 0.2 0.1 0.0 0.120
H 8.747 7.278 -0.275 0.0 0.0 -0.1 0.278
```
Positions in Å, forces in eV/Å.

The highest occupied orbital energy comes out at -0.282 hartree. The calculation puts the electronic energy at -85894.6659 eV. Its orbital gap is 7.471 eV.

No. 2
Below is a structure of composition C19H28Br42FN3O2S in a non-equilibrium geometry, with properties calculated with ωB97M-V/def2-TZVPD.

XYZ file:
```
96
Properties=species:S:1:pos:R:3:forces:R:3:mulliken_charge:R:1
C -0.295 3.634 -0.288 -0.5 0.2 0.6 -0.163
C -1.669 4.194 -0.693 0.2 0.1 -1.0 0.435
C -1.999 3.952 -2.195 -0.3 -0.4 0.7 0.022
C -3.348 3.269 -2.407 0.2 0.0 -0.2 -0.508
N -4.469 4.200 -2.439 0.5 -0.2 0.4 -0.421
N -5.071 4.368 -1.169 -0.9 0.8 -0.5 0.334
C -6.141 3.374 -0.948 0.2 -0.9 0.6 -0.779
N -6.647 3.389 0.412 0.2 -0.2 -0.3 -0.399
S -5.670 5.960 -1.108 -0.7 -0.1 -0.9 0.949
O -5.681 6.554 -2.400 0.4 0.0 0.2 -0.585
O -6.847 6.037 -0.325 0.3 0.0 0.4 -0.515
F -4.512 6.616 -0.313 0.2 0.1 0.2 -0.166
H -0.425 2.803 0.408 0.2 -0.2 -0.1 0.137
H 0.273 4.383 0.261 0.1 0.0 -0.1 -0.125
H 0.291 3.310 -1.145 0.1 0.0 0.0 0.050
H -1.665 5.270 -0.532 -0.2 -0.2 0.2 -0.434
H -2.466 3.747 -0.103 0.0 0.1 0.3 0.303
H -1.996 4.894 -2.740 0.2 -0.1 -0.2 0.346
H -1.246 3.272 -2.586 0.2 0.1 -0.3 -0.328
H -3.368 2.714 -3.354 0.0 0.2 0.1 0.005
H -3.454 2.517 -1.617 -0.2 -0.1 0.0 0.313
H -5.156 3.987 -3.150 -0.1 -0.1 0.1 0.289
H -6.954 3.464 -1.675 -0.2 0.3 0.1 0.407
H -5.667 2.409 -1.155 0.3 0.1 -0.3 0.430
H -7.418 2.734 0.440 -0.2 0.1 0.3 0.208
H -5.934 3.046 1.045 0.1 0.0 0.0 0.179
C 4.026 3.440 -0.528 -0.1 0.0 0.0 -0.476
Br 3.042 3.691 1.104 0.1 0.0 0.0 -0.059
Br 3.626 1.730 -1.326 0.1 0.0 0.1 0.008
Br 3.747 4.888 -1.764 0.0 -0.1 0.0 -0.035
H 5.075 3.432 -0.273 0.0 0.0 0.0 0.476
C 5.737 -1.832 -2.815 0.1 0.0 0.0 0.170
Br 3.884 -1.731 -2.301 -0.1 0.0 -0.1 -0.020
Br 6.037 -3.225 -4.091 -0.3 0.0 -0.4 0.006
Br 6.415 -0.139 -3.423 0.0 0.0 0.0 -0.050
H 6.292 -2.097 -1.926 0.0 0.0 0.0 -0.180
C 5.924 -6.692 -0.959 0.1 0.0 0.1 -0.195
Br 7.415 -6.924 -2.155 -0.2 0.1 0.1 0.088
Br 5.299 -4.869 -0.918 -0.1 0.0 0.1 0.058
Br 4.495 -7.907 -1.360 0.0 0.0 -0.1 -0.017
H 6.273 -6.932 0.036 0.0 0.0 0.0 0.114
C 1.589 -0.784 1.170 0.0 0.0 0.0 -0.002
Br -0.088 -1.707 0.968 0.0 0.0 0.0 -0.011
Br 1.499 0.559 2.540 -0.1 -0.1 0.0 0.060
Br 3.040 -2.012 1.479 0.0 0.0 0.0 -0.005
H 1.789 -0.275 0.237 0.0 0.0 0.0 -0.034
C -1.147 3.208 4.511 0.0 -0.1 0.0 -0.465
Br -2.265 2.348 3.200 0.0 0.0 0.0 0.010
Br -0.632 1.993 5.908 0.0 0.0 0.0 0.042
Br 0.381 4.039 3.692 0.0 0.1 0.0 0.030
H -1.733 3.994 4.965 0.0 0.0 0.0 0.405
C -11.044 3.561 0.770 0.0 0.1 -0.1 0.357
Br -9.564 4.683 0.289 -0.2 0.0 0.0 0.065
Br -10.545 2.277 2.118 0.0 0.0 0.0 -0.039
Br -12.595 4.574 1.297 0.0 0.0 0.0 -0.053
H -11.323 2.997 -0.108 0.0 0.0 0.0 -0.280
C 0.326 2.079 -5.626 0.0 0.0 0.0 -0.409
Br 0.653 0.721 -6.946 0.0 0.0 0.0 -0.038
Br -1.550 2.288 -5.251 0.1 -0.1 -0.3 0.017
Br 1.317 1.763 -4.006 0.0 0.0 -0.1 0.096
H 0.675 3.016 -6.035 0.0 0.0 0.0 0.406
C -13.962 1.148 -1.138 -0.1 0.0 0.0 -0.263
Br -15.410 0.449 -2.192 0.0 0.0 0.0 -0.039
Br -13.395 -0.098 0.211 0.0 0.0 0.0 0.012
Br -12.490 1.709 -2.249 0.0 0.0 0.0 -0.047
H -14.329 2.028 -0.629 0.0 0.0 0.0 0.318
C 0.032 8.294 1.091 0.0 0.0 0.1 -0.410
Br -1.648 7.355 1.046 0.1 0.2 0.1 0.064
Br 0.041 9.659 2.448 0.0 0.0 0.0 -0.040
Br 1.515 7.083 1.290 0.0 0.0 0.0 0.013
H 0.152 8.789 0.139 0.0 0.0 0.0 0.401
C -3.093 0.889 9.047 0.0 0.0 0.0 -0.354
Br -4.089 0.262 7.526 0.0 0.0 0.0 0.009
Br -1.400 -0.016 9.209 0.0 0.0 0.0 -0.022
Br -2.883 2.802 9.020 0.0 0.0 0.0 -0.006
H -3.666 0.647 9.929 0.0 0.0 0.0 0.346
C 5.178 -9.949 2.109 -0.1 0.0 0.0 0.132
Br 6.919 -9.272 1.637 0.0 0.0 0.0 -0.004
Br 3.915 -8.527 2.393 0.0 0.0 0.0 -0.007
Br 4.543 -11.226 0.821 0.0 0.1 0.0 0.027
H 5.285 -10.475 3.047 0.0 0.0 0.0 -0.112
C 5.335 -14.131 3.730 0.0 0.0 -0.1 -0.345
Br 3.513 -14.187 3.117 0.1 0.0 0.0 0.008
Br 6.592 -14.139 2.274 0.0 0.0 0.1 0.010
Br 5.637 -12.643 4.917 0.0 0.0 0.0 -0.035
H 5.505 -15.031 4.302 0.0 0.0 0.0 0.345
C 11.300 -7.554 -4.066 0.0 0.0 0.0 -0.295
Br 9.516 -7.481 -4.792 0.1 0.0 -0.1 -0.074
Br 12.629 -7.572 -5.456 0.0 0.0 0.0 -0.038
Br 11.603 -6.136 -2.805 0.0 -0.1 0.0 -0.006
H 11.385 -8.487 -3.529 0.0 0.0 0.0 0.364
C 9.328 -2.471 -0.992 0.0 0.0 0.0 -0.157
Br 9.248 -3.421 -2.661 0.1 0.2 0.2 0.071
Br 10.258 -3.494 0.350 0.0 0.0 0.0 -0.037
Br 10.085 -0.715 -1.201 0.0 0.0 0.0 -0.016
H 8.315 -2.342 -0.641 0.0 0.0 0.0 0.159
```
Positions in Å, forces in eV/Å.

The highest occupied orbital energy comes out at -0.352 hartree. The calculation puts the electronic energy at -2984053.4605 eV. Its orbital gap is 9.268 eV.

No. 3
Below is a cluster of 2 separate species, C5H8FN3O in total in a non-equilibrium geometry, with properties calculated with ωB97M-V/def2-TZVPD.

XYZ file:
```
18
Properties=species:S:1:pos:R:3:forces:R:3:mulliken_charge:R:1
C -2.541 1.343 0.327 0.4 -0.4 0.3 -0.151
C -1.794 -0.166 -0.913 -0.3 0.2 0.3 0.017
C 1.736 0.163 -1.111 -0.2 0.4 0.1 -0.749
C 2.216 -0.045 0.267 -0.6 -1.1 -0.3 -0.227
C -0.541 -1.346 0.827 1.4 -1.1 0.5 -0.016
N -2.542 0.917 -0.946 0.0 -0.3 -0.7 -0.610
N -1.846 0.587 1.156 -0.1 0.4 0.8 -1.051
N -1.375 -0.392 0.367 -0.7 0.5 -1.3 0.767
O 2.260 1.026 1.066 0.1 0.9 0.4 -0.483
F -0.356 -2.414 0.011 -0.4 0.6 0.1 -0.258
H -3.069 2.214 0.657 -0.1 0.2 0.1 0.426
H -1.593 -0.839 -1.718 0.1 -0.1 -0.2 0.463
H 0.652 0.353 -1.150 0.1 0.0 0.0 0.073
H 1.948 -0.705 -1.726 0.1 -0.1 -0.1 0.240
H 2.194 1.053 -1.550 0.1 0.0 -0.1 0.359
H 2.585 -0.998 0.606 0.2 0.0 0.2 0.498
H -0.517 -1.576 1.878 -0.1 0.1 0.1 0.352
H 2.582 0.824 1.951 0.0 -0.2 -0.2 0.350
```
Positions in Å, forces in eV/Å.

The value obtained for the relative energy (zero: lowest compared OMol25 entry of this formula, charge and spin) is 110.4 kJ/mol. The highest occupied orbital energy (alpha / beta) comes out at -0.249 / -0.289 hartree. The calculation puts the electronic energy at -14545.9618 eV. Its orbital gap (alpha / beta) is 6.566 / 8.587 eV.

No. 4
Below is the molecule C5H10N2 in a non-equilibrium geometry, with properties calculated with ωB97M-V/def2-TZVPD.

XYZ file:
```
17
Properties=species:S:1:pos:R:3:forces:R:3:mulliken_charge:R:1
C 0.100 0.564 0.373 0.6 -1.2 -1.1 -0.522
C -0.484 1.327 -0.740 -0.1 -0.5 -0.8 0.403
C 0.821 1.335 -0.606 0.6 2.4 -0.6 -0.292
C -1.868 1.488 -1.328 -0.2 -0.5 0.4 -0.999
C 0.643 -1.528 1.637 -1.9 -3.0 -2.1 -0.966
N 1.845 -0.903 -0.512 -1.6 1.0 1.1 -0.769
N 0.549 -0.935 0.237 -0.6 -0.7 0.6 0.213
H -0.127 0.816 1.372 0.1 0.1 1.3 0.366
H 1.801 1.827 -0.823 -1.3 -0.8 0.2 0.313
H -2.527 1.908 -0.539 0.2 -0.8 -0.1 0.272
H -2.193 0.464 -1.669 0.0 1.0 0.5 0.231
H -2.093 2.177 -2.142 1.0 0.0 -0.3 0.321
H 0.803 -2.668 1.407 0.0 2.2 0.9 0.284
H 1.386 -1.126 2.257 1.2 0.7 0.3 0.330
H -0.357 -1.429 2.118 0.6 0.0 -0.2 0.385
H 1.995 -1.817 -0.893 -0.4 -0.9 -0.2 0.092
H -0.293 -1.501 -0.149 1.8 1.1 0.0 0.339
```
Positions in Å, forces in eV/Å.

The value obtained for the relative energy (zero: lowest compared OMol25 entry of this formula, charge and spin) is 584.3 kJ/mol. The highest occupied orbital energy comes out at -0.257 hartree. The calculation puts the electronic energy at -8321.2779 eV. Its orbital gap is 7.782 eV.